No. 1
ORCA calculation (the ωB97M-V functional and the def2-TZVPD basis) on C20H32BCl4CoF16O4 as an isolated structure.

Each line ends with the Mulliken spin population.
Element x y z (Å)
Co: 1.75 4.00 -0.15  2.01
B: 2.12 0.85 -0.39  0.44
H: 1.31 1.34 0.14  0.11
H: 2.93 1.56 -0.47  0.06
H: 2.47 -0.02 0.13  0.15
H: 1.73 0.59 -1.36  0.21
C: -3.85 2.08 4.31  0.00
C: -3.52 2.17 5.80  0.00
C: -4.87 2.24 6.66  0.00
F: -4.66 2.41 7.97  0.00
F: -5.83 3.11 6.29  0.00
F: -2.74 1.21 6.17  0.00
F: -2.92 3.29 6.10  0.00
O: -4.57 0.82 4.05  0.00
C: -5.60 0.95 3.01  0.00
C: -6.24 -0.44 2.90  0.00
F: -7.23 -0.45 2.02  0.00
F: -5.37 -1.40 2.59  0.00
F: -6.46 1.87 3.39  0.00
F: -5.01 1.31 1.85  0.00
H: -2.91 1.97 3.77  0.00
H: -4.36 3.01 4.05  0.00
H: -5.41 1.29 6.60  0.00
H: -6.65 -0.81 3.84  0.00
C: -2.37 -5.12 -3.28  0.00
C: -1.82 -3.89 -2.55  0.00
C: -0.93 -4.29 -1.32  0.00
F: -1.69 -5.00 -0.43  0.00
F: 0.12 -5.03 -1.73  0.00
F: -1.11 -3.12 -3.38  0.00
F: -2.82 -3.14 -2.16  0.00
O: -1.33 -5.92 -3.75  0.00
C: -1.66 -7.10 -4.44  0.00
C: -0.33 -7.69 -5.03  0.00
F: 0.62 -7.83 -4.13  0.00
F: -0.59 -8.87 -5.66  0.00
F: -2.38 -7.87 -3.64  0.00
F: -2.44 -6.65 -5.39  0.00
H: -2.88 -4.68 -4.14  0.00
H: -3.03 -5.73 -2.67  0.00
H: -0.47 -3.47 -0.77  0.00
H: 0.08 -7.01 -5.77  0.00
C: -1.60 2.58 -5.04  0.00
C: -0.70 3.69 -5.71  0.00
C: 0.46 3.92 -4.70  0.00
O: -0.12 3.68 -3.42  0.00
C: -1.37 3.01 -3.63  0.00
H: -1.16 1.60 -5.24  0.00
H: -2.62 2.68 -5.39  0.00
H: -1.34 4.57 -5.80  0.00
H: -0.26 3.41 -6.66  0.00
H: 0.84 4.93 -4.87  0.00
H: 1.21 3.15 -4.87  0.00
H: -2.21 3.64 -3.32  0.00
H: -1.44 2.11 -3.01  0.00
C: 3.99 2.39 5.31  0.00
C: 5.12 3.33 4.97  0.00
C: 4.78 3.82 3.53  0.00
O: 3.40 3.55 3.36  0.00
C: 2.83 3.18 4.59  0.00
H: 3.81 2.21 6.37  0.00
H: 4.22 1.47 4.78  0.00
H: 6.08 2.83 5.13  0.00
H: 5.19 4.19 5.64  0.00
H: 5.38 3.28 2.80  0.00
H: 4.98 4.89 3.47  0.00
H: 2.04 2.48 4.33  0.00
H: 2.55 4.13 5.07  0.00
C: 4.14 -2.02 -4.31  0.00
Cl: 3.69 -3.03 -5.70  0.00
Cl: 5.63 -1.11 -4.57  0.00
H: 3.29 -1.36 -4.19  0.00
H: 4.30 -2.67 -3.45  0.00
C: 7.06 -0.88 1.10  0.00
Cl: 8.80 -0.90 0.77  0.00
Cl: 6.45 -2.52 1.46  0.00
H: 6.88 -0.24 1.96  0.00
H: 6.58 -0.52 0.19  0.00

Computed properties:
net charge: +1
expectation value of S²: 3.757
spin multiplicity: 4

=====

No. 2
ORCA calculation (the ωB97M-V functional and the def2-TZVPD basis) on a 6-piece molecular cluster, C20H32Br4O2 overall.

Each line ends with the Mulliken charge.
Element x y z (Å)
C: 0.99 -18.79 3.13  -0.10
C: 1.30 -17.53 2.70  -0.43
C: 1.20 -16.45 3.60  -0.38
C: 1.08 -16.61 5.02  -0.49
C: 0.94 -17.91 5.47  -0.40
C: 0.82 -18.95 4.52  -0.43
H: 1.12 -19.52 2.35  0.42
H: 1.49 -17.23 1.68  0.37
H: 1.18 -15.45 3.19  0.35
H: 0.90 -15.77 5.68  0.36
H: 0.99 -18.20 6.51  0.36
H: 0.83 -19.96 4.91  0.38
C: 0.65 -18.44 -1.43  -0.65
C: 1.63 -18.83 -2.33  -0.66
C: 1.71 -20.16 -2.65  -0.22
C: 0.68 -21.06 -2.40  -0.62
C: -0.41 -20.59 -1.68  -0.03
C: -0.44 -19.30 -1.23  0.20
H: 0.60 -17.48 -0.94  0.40
H: 2.37 -18.07 -2.50  0.34
H: 2.57 -20.53 -3.20  0.34
H: 0.69 -21.99 -2.95  0.35
H: -1.22 -21.24 -1.40  0.40
H: -1.25 -18.88 -0.66  0.11
Br: -3.73 -18.31 -0.66  -0.14
C: -4.08 -18.95 -2.52  -0.56
C: -5.49 -19.41 -2.81  -0.58
Br: -5.58 -20.28 -4.63  -0.17
H: -3.34 -19.74 -2.69  0.35
H: -3.82 -18.10 -3.15  0.38
H: -6.18 -18.58 -2.64  0.39
H: -5.75 -20.19 -2.11  0.37
Br: -8.36 -23.16 1.69  -0.14
C: -8.12 -23.59 3.58  -0.52
C: -6.65 -23.78 3.81  -0.76
Br: -5.72 -22.05 3.34  -0.11
H: -8.70 -24.47 3.84  0.40
H: -8.38 -22.71 4.17  0.36
H: -6.17 -24.50 3.15  0.42
H: -6.44 -23.98 4.86  0.39
C: -1.40 -25.70 1.74  -0.99
C: -2.43 -26.41 2.52  -0.22
O: -3.36 -25.44 2.86  -0.44
H: -0.66 -25.33 2.44  0.30
H: -1.70 -24.86 1.11  0.22
H: -0.97 -26.36 0.99  0.33
H: -1.94 -26.78 3.42  0.21
H: -2.81 -27.29 2.00  0.34
H: -2.99 -24.66 3.29  0.29
C: -2.64 -20.61 1.72  -0.64
C: -1.98 -21.20 2.94  -0.20
O: -2.62 -22.42 3.34  -0.40
H: -2.06 -19.80 1.27  0.09
H: -3.55 -20.14 2.08  0.41
H: -2.74 -21.32 0.90  0.26
H: -1.94 -20.60 3.85  0.06
H: -0.95 -21.42 2.67  0.22
H: -3.57 -22.37 3.22  0.11

Computed properties:
net charge: 0

=====

ΔE to the lowest compared entry with this formula, charge and spin (computed, kJ/mol): 892.0 0.0